Formula: C56H57IrN6O4P2
Source: OMol25
Level of theory: ωB97M-V/def2-TZVPD

```
126
Properties=species:S:1:pos:R:3:forces:R:3
Ir 0.4705 -0.4127 -0.5029 -0.222 -0.088 -0.252
C 2.1289 1.2028 4.6271 0.021 0.016 0.026
N 1.4122 0.4237 3.6202 -0.035 -0.034 -0.105
C 1.4753 0.5550 2.2781 0.054 -0.017 -0.128
N 0.6928 -0.3546 1.7015 0.053 0.249 0.144
C 0.1166 -1.0985 2.6992 0.112 -0.111 0.023
C 0.5617 -0.6156 3.9118 -0.071 0.036 -0.040
C 0.2766 -0.9974 5.3072 -0.037 -0.005 0.051
C -0.8220 -0.4440 5.9657 0.047 -0.027 0.002
C -1.0744 -0.7782 7.2873 0.002 0.003 0.006
C -0.2322 -1.6601 7.9525 0.009 -0.025 -0.005
C 0.8609 -2.2116 7.2980 -0.030 -0.007 0.056
C 1.1187 -1.8807 5.9764 -0.016 -0.012 -0.026
C -0.7872 -2.2139 2.3883 -0.011 -0.051 -0.077
C -0.7604 -2.7804 1.1463 -0.070 0.189 -0.051
C -1.8448 -3.6683 0.6710 0.036 0.016 -0.004
C -2.6728 -4.2383 1.7628 0.002 -0.006 0.022
C -2.5849 -3.7540 3.0252 -0.088 -0.046 0.034
C -1.7033 -2.7044 3.3516 0.014 0.009 -0.038
P 2.6166 1.6841 1.4099 -0.091 0.000 0.023
C 3.3080 0.5150 0.2169 -0.216 -0.058 0.009
N 2.5628 -0.3127 -0.5127 0.302 0.144 0.071
C 3.3972 -1.1625 -1.1766 0.129 0.146 0.136
C 4.6981 -0.8459 -0.8336 -0.180 -0.013 -0.065
N 4.6150 0.2124 0.0374 -0.034 -0.035 -0.003
C 5.7556 0.9029 0.6354 0.031 -0.010 0.002
C 5.9551 -1.4506 -1.2881 0.072 -0.035 -0.034
C 6.8619 -1.9829 -0.3707 -0.005 0.057 -0.073
C 8.0277 -2.5801 -0.8215 0.013 -0.011 -0.001
C 8.2887 -2.6521 -2.1836 0.018 -0.007 0.010
C 7.3851 -2.1302 -3.0990 -0.012 0.004 -0.001
C 6.2167 -1.5311 -2.6561 0.029 -0.032 0.086
C 2.8206 -2.2044 -2.0246 -0.075 -0.078 0.019
C 1.7292 -1.8769 -2.8367 0.072 -0.282 0.040
C 1.0784 -2.8749 -3.5539 -0.033 0.058 0.001
C 1.5221 -4.1857 -3.4744 0.020 -0.022 -0.007
C 2.6229 -4.5046 -2.6855 -0.008 -0.007 -0.009
C 3.2703 -3.5218 -1.9546 -0.043 0.078 -0.134
C 1.4152 2.5053 0.2580 -0.029 -0.020 -0.127
N 0.7124 1.9491 -0.7151 0.062 0.132 0.258
C 0.1561 2.9781 -1.4391 -0.005 -0.207 -0.180
C 0.4823 4.2070 -0.7940 -0.124 0.392 0.004
N 1.2838 3.8762 0.2436 0.085 -0.136 0.005
C 1.8190 4.7895 1.2559 -0.001 0.008 0.005
C 0.0025 5.5403 -1.0921 0.149 -0.276 0.049
C -1.3477 5.7025 -1.4438 -0.100 0.085 -0.045
C -1.8368 6.9632 -1.7274 -0.018 -0.038 0.001
C -0.9838 8.0602 -1.6963 -0.041 0.012 -0.009
C 0.3608 7.9041 -1.3676 0.077 -0.035 0.023
C 0.8539 6.6541 -1.0501 -0.008 0.124 0.003
C -0.4660 2.8304 -2.7188 -0.012 -0.028 0.053
C -0.3444 3.8593 -3.6881 0.045 0.028 -0.033
C -0.8773 3.7011 -4.9473 0.000 0.016 -0.006
C -1.5449 2.5247 -5.2726 0.021 0.039 -0.013
C -1.6700 1.5002 -4.3307 -0.024 -0.085 0.070
C -1.1354 1.6376 -3.0718 -0.024 0.001 -0.029
H 2.4084 2.1645 4.2071 0.021 0.004 0.013
H 3.0202 0.6691 4.9511 -0.002 0.006 0.014
H 1.4731 1.3532 5.4804 0.022 0.015 0.002
H -1.4823 0.2364 5.4396 0.018 0.018 -0.002
H -1.9263 -0.3512 7.7993 0.003 -0.004 -0.002
H -0.4312 -1.9216 8.9831 0.003 0.006 -0.002
H 1.5116 -2.9024 7.8169 -0.005 0.004 0.000
H 1.9661 -2.3193 5.4629 -0.003 0.013 -0.009
H -0.0018 -2.5069 0.4120 0.034 -0.219 0.157
H -1.4689 -4.4371 -0.0028 -0.024 -0.028 0.007
H -3.3729 -5.0234 1.5099 0.011 -0.001 -0.019
H -3.2189 -4.1606 3.8028 0.008 -0.010 -0.012
H -1.7135 -2.2972 4.3502 0.010 0.034 0.030
H 6.5866 0.8601 -0.0635 0.008 0.014 0.014
H 6.0473 0.4227 1.5672 0.008 0.019 0.002
H 5.4899 1.9399 0.8204 0.013 0.007 0.014
H 6.6511 -1.9449 0.6916 -0.010 -0.012 0.001
H 8.7293 -2.9960 -0.1112 0.004 0.001 -0.008
H 9.1996 -3.1192 -2.5328 0.000 0.001 0.003
H 7.5923 -2.1882 -4.1589 0.001 -0.001 0.002
H 5.5084 -1.1240 -3.3667 -0.008 0.012 -0.002
H 1.4427 -0.8384 -2.9691 0.006 0.079 -0.047
H 0.2446 -2.6195 -4.1949 -0.004 -0.017 -0.009
H 1.0267 -4.9620 -4.0422 -0.003 0.013 -0.004
H 2.9762 -5.5260 -2.6378 -0.018 -0.001 -0.002
H 4.1208 -3.7727 -1.3345 0.002 0.011 0.030
H 1.1458 5.6375 1.3453 0.011 0.001 0.022
H 2.8119 5.1334 0.9741 0.000 0.010 0.020
H 1.8703 4.2711 2.2081 0.010 0.017 0.019
H -2.0070 4.8444 -1.4645 -0.003 0.019 0.025
H -2.8815 7.0944 -1.9735 0.006 0.002 -0.001
H -1.3667 9.0447 -1.9302 0.003 -0.001 0.002
H 1.0204 8.7609 -1.3637 -0.004 -0.001 -0.001
H 1.9042 6.5343 -0.8182 -0.009 0.010 -0.020
H 0.2258 4.7474 -3.4617 0.007 0.014 -0.010
H -0.7577 4.4800 -5.6876 0.002 0.003 0.009
H -1.9638 2.3994 -6.2624 0.006 0.000 -0.002
H -2.1991 0.5952 -4.5967 -0.003 0.006 0.012
H -1.2811 0.8601 -2.3355 0.014 -0.032 -0.012
C -5.0248 -0.8756 -3.6191 -0.008 -0.020 0.001
C -4.3145 -1.9065 -2.7661 -0.043 -0.012 0.072
C -5.2461 -3.0239 -2.3406 0.029 -0.039 -0.024
C -3.0563 -2.4286 -3.4342 -0.031 -0.024 -0.036
O -3.9540 -1.1427 -1.5225 0.025 0.005 -0.059
P -2.8038 -1.3572 -0.5151 -0.074 -0.106 -0.025
O -2.7894 -2.9013 -0.2339 0.020 0.190 -0.003
O -1.4864 -0.8480 -1.0618 0.112 0.020 0.015
O -3.1215 -0.5084 0.7411 -0.068 -0.146 0.093
C -4.4379 -0.2406 1.4207 0.055 0.058 -0.047
C -5.3044 -1.4837 1.4272 0.018 0.009 0.004
C -4.0304 0.1677 2.8228 -0.034 0.015 -0.026
C -5.0832 0.9045 0.6658 -0.048 0.042 0.020
H -5.4072 -1.3489 -4.5234 0.018 -0.003 -0.001
H -4.3476 -0.0707 -3.9057 -0.007 0.012 0.010
H -5.8675 -0.4474 -3.0779 -0.005 0.000 0.002
H -5.5480 -3.5966 -3.2183 -0.005 0.021 0.001
H -6.1454 -2.6224 -1.8743 0.001 0.009 0.002
H -4.7509 -3.7014 -1.6465 -0.013 0.000 0.000
H -3.3334 -2.8809 -4.3873 0.008 0.003 0.015
H -2.5655 -3.1931 -2.8313 0.004 0.013 0.009
H -2.3494 -1.6213 -3.6298 0.011 0.025 0.008
H -4.8191 -2.3003 1.9589 0.020 -0.032 0.004
H -5.5571 -1.8072 0.4185 0.011 0.000 -0.012
H -6.2376 -1.2504 1.9408 0.010 -0.003 0.014
H -3.5410 -0.6597 3.3357 0.021 -0.016 0.007
H -4.9164 0.4509 3.3914 0.005 -0.010 -0.005
H -3.3537 1.0228 2.7906 -0.001 -0.002 -0.005
H -5.3820 0.5995 -0.3356 0.017 0.002 -0.001
H -4.3972 1.7496 0.5948 0.004 -0.004 0.007
H -5.9726 1.2342 1.2039 -0.001 -0.014 -0.011
```
Positions in Å, forces in eV/Å.

Results
- Net charge: +3
- Calculated total energy: -97523.8652 eV
- 2S+1: 6
- <S²>: 8.829